(1)
Here is C40H109N9O14V as an isolated structure in a non-equilibrium geometry from the OMol25 dataset. Energies are from the ωB97M-V functional and the def2-TZVPD basis.

XYZ file:
```
173
C40H109N9O14V the ωB97M-V functional and the def2-TZVPD basis
V 0.8749 -2.5156 -0.1095
O 5.1725 2.7031 -1.4599
O -0.2933 3.2187 1.9130
O -4.7711 1.6123 3.4119
O -1.9790 5.1709 -2.4713
O -4.4268 1.9111 -1.9407
O -1.0140 -7.1179 1.3923
O 1.3251 -3.5530 1.0355
O 1.7226 -2.8835 -1.4299
O 3.3853 -0.5869 5.7232
O 5.1009 -0.1399 -2.2472
O 1.6552 -0.5431 0.4518
O -1.5280 -4.0593 -3.9293
O -3.5562 -2.1126 0.6343
O -1.0493 -1.4967 -0.4404
N 6.7310 0.2251 -0.1243
N 4.1294 -0.2642 2.1917
N -8.1187 1.4554 5.0182
N 2.0101 1.8304 2.3611
N 6.1140 2.3213 -4.1118
N -0.7073 -4.3040 -0.9436
N 0.3648 -5.2487 -6.8323
N -5.7323 0.0891 0.9841
N 1.7082 5.5200 -2.7695
C 3.8478 -0.1057 -2.8863
C -2.7961 -5.4798 -0.3325
C 4.9766 4.3978 -4.8052
C -0.5185 -6.3652 0.3019
C -1.3771 -5.1334 0.0946
C 1.1463 2.1076 3.5023
C 5.6845 3.6751 -3.6414
C -0.3068 2.3153 2.9991
C -1.5786 3.6147 1.5388
C 5.2391 -1.2380 -1.3579
C 4.2373 -0.3982 4.6069
C -3.1786 2.1286 -2.5456
C 0.2724 -6.3239 -4.6721
C -0.7307 -4.0473 -5.0931
C 6.7173 -2.1397 0.5330
C 3.5583 -0.9858 3.3582
C -5.6844 1.2943 4.4439
C 3.9698 -0.1041 6.9303
C 0.6834 0.3362 -0.0868
C -0.7735 -0.1259 -0.2729
C -6.7799 1.8399 -0.2799
C -4.5695 -2.4084 2.7956
C -5.7512 0.7339 -0.3209
C -3.2817 -2.3980 1.9975
C -4.3451 1.2381 -0.6860
C -1.9120 -2.7833 -3.4524
C 3.9088 -2.4642 3.1694
C -0.5053 -5.4294 -5.6501
C 6.5734 -1.1524 -0.6202
C 4.1856 2.5513 -0.4717
C 1.7432 3.2938 4.2517
C -0.1640 -8.1855 1.6988
C 0.3925 4.9063 -3.0094
C -0.6651 5.4003 -2.0046
C -2.4295 5.8858 -3.5792
C -7.1183 3.1612 3.5773
C 4.6929 3.4962 -2.5043
C 0.5486 3.3858 -2.9296
C -7.0796 1.6744 4.0239
C -3.4536 1.1247 3.5977
H 4.9811 -2.1673 -1.8851
H 1.1437 2.9828 -3.7426
H 3.2741 2.0665 -0.8399
H 1.6685 6.4997 -2.4902
H -7.8452 1.8790 5.9069
H -2.7404 1.8482 3.9975
H -3.3250 -6.0952 0.3987
H -2.0579 4.2211 2.3206
H -1.5569 4.2182 0.6329
H 6.5548 -3.1963 0.3012
H 1.1283 3.5919 5.1022
H 3.7738 0.8092 -3.4749
H -2.7276 -1.8934 0.1658
H 3.5796 -0.8915 -3.6032
H -0.1277 -4.6985 -7.5263
H -1.3078 0.2009 0.6399
H -1.2978 -3.4674 -0.9401
H 0.6523 1.2908 0.4595
H -0.2253 -9.0100 0.9723
H -3.4885 5.6682 -3.7191
H -0.6899 1.3487 2.6454
H -3.0996 0.8171 2.6109
H -0.4528 2.9509 -2.8737
H 1.9096 4.1353 3.5720
H 0.4668 -5.9692 0.5755
H -0.9853 -2.2515 -3.2187
H -0.4538 -8.7124 2.6118
H 0.1685 5.1912 -4.0400
H -2.2815 2.7900 1.3627
H 1.7900 0.9957 1.8090
H 4.8551 -0.7095 7.1508
H -3.3786 -4.5988 -0.6032
H 3.3881 -3.1187 3.8722
H -0.6029 4.7867 -1.1031
H -4.0930 1.9951 0.0675
H 3.4856 -0.5279 1.4377
H -6.9233 2.2421 -1.2890
H 2.7639 3.1157 4.5967
H 0.2055 -3.5106 -4.9191
H -2.7702 -6.1377 -1.2118
H -5.4368 1.8500 5.3608
H -3.3325 2.7228 -3.4443
H 3.9732 3.5296 -0.0168
H -8.1351 3.5417 3.5420
H -4.9454 -1.4130 3.0269
H 0.3950 -7.3085 -5.1323
H -1.3168 -3.4908 -5.8423
H -7.7531 1.4680 0.0325
H -2.2663 6.9656 -3.4834
H -6.5166 3.7632 4.2629
H -0.2323 -6.4503 -3.7161
H -5.0594 -0.6701 1.0650
H -2.5814 -2.8220 -2.6013
H -3.6783 0.3798 -0.7900
H 1.7236 2.5243 1.6625
H 5.6040 4.3145 -5.6975
H -2.6304 -1.5795 2.3421
H 3.2092 -0.3236 7.6770
H -2.6345 -3.2716 2.1231
H 5.2638 -0.7269 4.8062
H 2.4721 -0.8687 3.3832
H -2.3949 -2.2134 -4.2561
H 7.3927 -1.3205 -1.3264
H -0.4916 6.4446 -1.7182
H 5.3958 2.0115 -4.7677
H -6.1310 0.0031 -1.0427
H 7.6022 -1.9787 1.1475
H -2.4922 2.6719 -1.8834
H 4.3713 4.4999 -2.1837
H 3.9808 4.0321 -5.0523
H -1.4023 -4.5114 0.9913
H 3.7778 3.0622 -2.9326
H 0.8645 -7.8281 1.8001
H -4.4557 -2.8435 3.7911
H -5.6333 0.2173 4.6512
H 6.0935 0.2570 0.6822
H -0.9851 2.6980 3.7742
H 0.5700 -6.1767 -7.1810
H 1.1096 0.6293 -1.0653
H 1.2647 -5.9005 -4.5193
H -6.6575 3.1869 2.5921
H 4.3438 0.6812 4.4111
H -8.1795 0.4669 5.2618
H -1.4330 -5.9302 -5.9431
H 4.5687 1.9319 0.3369
H -5.2782 -2.9836 2.1985
H 4.9804 -2.5713 3.3314
H 4.3957 -1.2078 -0.6489
H 3.8560 0.7108 2.3226
H 5.8853 -1.9219 1.2128
H -7.3793 1.0869 3.1504
H 1.2063 1.1973 4.1070
H 6.5872 4.2443 -3.4192
H 3.0448 -0.0833 -2.1429
H 2.0605 5.1262 -1.8922
H -1.2372 0.4622 -1.0754
H 7.5953 0.3883 0.3911
H -0.4647 -6.9269 -0.6384
H -1.9663 5.5622 -4.5218
H 3.5655 -2.7531 2.1763
H -5.4081 0.7560 1.6939
H -0.9264 -4.7279 -1.8459
H -2.6817 1.1854 -2.8060
H 0.9672 3.1251 -1.9516
H -3.4808 0.2356 4.2333
H -6.4139 2.6961 0.2940
H 6.8743 2.5288 -4.7631
H 4.9442 5.4770 -4.6178
H 4.2174 0.9543 6.8291
```

Calculated values
Net charge   -1
Max |F|   3.12 eV Å⁻¹
Kohn-Sham gap   8.449 eV
E_tot   -111008.5904 eV
LUMO level   2.30 eV

Löwdin atomic charge list, values in e, 2 entries:
1. V 0.92
2. O -0.16

***

(2)
Here is a 2-piece molecular cluster, C23H34NO2 overall in a non-equilibrium geometry from the OMol25 dataset. Energies are from the ωB97M-V functional and the def2-TZVPD basis.

XYZ file:
```
60
C23H34NO2 the ωB97M-V functional and the def2-TZVPD basis
O 3.6639 -2.3443 -1.2830
O 5.8358 -1.8639 -1.6286
N 3.3358 0.1867 0.0026
C -0.2936 -3.1702 0.7354
C 2.3196 0.4907 -0.9155
C 1.4623 2.0563 -2.7519
C -2.1964 -2.1482 3.8756
C -1.8765 -2.4410 2.4448
C 0.5332 -0.2495 -2.4981
C 0.1906 1.2214 -2.7490
C 4.8933 0.6111 1.7622
C -0.9031 -2.7859 -1.6673
C 1.5047 -0.4893 -1.4198
C -2.8462 -2.2412 1.4536
C 4.6044 -1.5696 -1.1816
C 5.9335 -3.1682 -2.2136
C -2.5698 -2.4441 0.1120
C -0.6157 -2.9101 2.0679
C 5.5984 -0.1573 0.6539
C -0.0350 -3.6890 -2.4581
C 0.9892 -3.8818 0.4450
C 4.6181 -0.2003 -0.5319
C 3.5219 1.0251 1.2011
C -3.6873 -2.4125 -0.8911
C 2.1754 1.9385 -1.4046
C -1.2292 -2.8093 -0.3027
H 1.0015 -3.3130 -2.5067
H 1.6181 -1.5236 -1.1014
H 5.2448 -3.2800 -3.0523
H -3.8529 -1.9559 1.7593
H 2.1218 1.6902 -3.5440
H 3.5405 2.1042 0.9422
H -4.6323 -2.1059 -0.4250
H 1.6147 2.5196 -0.6475
H -3.8596 -3.3974 -1.3550
H 1.4958 -4.0756 1.4041
H -2.9886 -2.8090 4.2477
H 2.7140 0.8697 1.9310
H 1.6716 -3.2790 -0.1652
H 5.7287 -3.9361 -1.4623
H 4.9413 0.5063 -1.3195
H 6.9614 -3.2368 -2.5513
H 4.7532 -0.0316 2.6360
H -0.4830 1.5589 -1.9475
H -1.3117 -2.3103 4.4965
H -3.4683 -1.6974 -1.6912
H -0.4159 -3.7266 -3.4983
H 0.8754 -0.7176 -3.4400
H -2.5482 -1.1170 4.0083
H 1.2352 3.1033 -2.9777
H 5.8499 -1.1729 0.9902
H 3.1600 2.4112 -1.5074
H 0.8349 -4.8582 -0.0529
H -1.5647 -2.1745 -2.2944
H -0.3345 1.3170 -3.7062
H -0.3794 -0.7692 -2.2175
H 6.5112 0.3256 0.3066
H 0.1178 -3.1300 2.8453
H 5.4739 1.4880 2.0628
H -0.0300 -4.7235 -2.0774
```

Calculated values
Net charge   +1
Max |F|   2.42 eV Å⁻¹
Kohn-Sham gap   5.169 eV
E_tot   -29980.1974 eV
LUMO level   -5.30 eV
Relative energy (zero: lowest compared OMol25 entry of this formula, charge and spin)   40.73 kcal per mole

natural (NBO) atomic charge list, values in e, 2 entries:
1. O -0.64
2. O -0.50

***

(3)
Here is a 2-piece molecular cluster, C2H4N2O4S overall in a non-equilibrium geometry from the OMol25 dataset. Energies are from the ωB97M-V functional and the def2-TZVPD basis.

XYZ file:
```
13
C2H4N2O4S the ωB97M-V functional and the def2-TZVPD basis
S -0.9383 -0.5128 0.5592
O -0.6212 -0.1642 -0.8058
O -2.4084 -1.2947 0.4556
O 1.5388 1.8605 0.0772
O 1.3159 -0.0897 1.1195
N -1.4992 0.9389 1.2495
N 1.6546 0.6638 0.1881
C 2.5268 -0.7819 -1.6920
C 2.1996 -0.0579 -0.8007
H -1.6843 1.6277 0.5405
H -2.2249 0.8169 1.9168
H -2.6649 -1.4340 -0.4890
H 2.8054 -1.5728 -2.3189
```

Calculated values
Max |F|   2.92 eV Å⁻¹
Kohn-Sham gap   8.790 eV
E_tot   -24137.2897 eV
LUMO level   -1.08 eV
Relative energy (zero: lowest compared OMol25 entry of this formula, charge and spin)   91.19 kcal per mole

natural (NBO) atomic charge list, values in e, 2 entries:
1. S 1.70
2. O -0.99

***

(4)
Here is C20H12Br4IN2O5Pt as an isolated structure from the OMol25 dataset. Energies are from the ωB97M-V functional and the def2-TZVPD basis.

XYZ file:
```
45
C20H12Br4IN2O5Pt the ωB97M-V functional and the def2-TZVPD basis
Pt 1.5254 -0.6720 -1.0809
I 4.2470 0.6824 1.1438
Br -2.3473 -6.1964 1.5661
Br 0.5248 -5.4299 -3.3278
Br -1.4195 -7.3226 -1.3866
Br -1.3713 -3.1589 2.5436
O 0.3083 -1.8926 0.4215
O -0.6426 -0.0390 -1.4773
O -0.8539 4.8775 0.7756
O 3.0425 -0.2698 -1.9646
O 1.1150 -2.8295 -1.9599
N -1.7285 2.8756 -3.2078
N 1.0497 0.8893 0.5963
C -0.0700 -4.8477 -1.6410
C -0.2580 2.2599 -0.9096
C -1.5225 1.6256 -2.8847
C -1.2299 3.8522 -2.4123
C 2.6296 0.4032 2.4266
C -0.8835 -3.8762 0.8734
C 0.3738 1.9517 0.3551
C -0.0628 4.7483 -0.4122
C -0.0608 -3.0291 0.0616
C -0.7651 1.2122 -1.7189
C -2.0711 0.5448 -3.7619
C 1.3336 0.5937 1.9492
C 0.2670 0.4165 2.8294
C -0.8644 -5.6100 -0.8267
C -1.2741 -5.1183 0.4515
C 2.8538 0.0566 3.7488
C -0.5175 3.6030 -1.2704
C 0.4883 0.0735 4.1527
C 1.7814 -0.1097 4.6150
C 0.3724 -3.5430 -1.2509
H -0.3551 -0.0693 4.8163
H -1.2624 -0.0872 -4.1344
H -0.7387 0.5041 2.4397
H -0.1015 5.6766 -0.9908
H -2.6133 0.9885 -4.5942
H 0.9637 4.6113 -0.0704
H -1.4121 4.8726 -2.7339
H 3.8664 -0.0809 4.1023
H -2.7294 -0.1124 -3.1906
H -1.7663 4.7031 0.5216
H 0.2173 2.6611 1.1723
H 1.9614 -0.3889 5.6453
```

Calculated values
Net charge   -1
<S²>   6.039
Max |F|   0.27 eV Å⁻¹
Kohn-Sham gap (spin up / spin down)   7.028 / 5.902 eV
E_tot   -325667.7934 eV
LUMO level (spin up / spin down)   2.13 / 0.88 eV
Spin multiplicity   5
Relative energy (zero: lowest compared OMol25 entry of this formula, charge and spin)   6.09 kcal per mole

natural (NBO) atomic charge list, values in e, 2 entries:
1. Pt 1.26
2. I 0.17

***

Copy entry 4 word for word.
Here is C20H12Br4IN2O5Pt as an isolated structure from the OMol25 dataset. Energies are from the ωB97M-V functional and the def2-TZVPD basis.

XYZ file:
```
45
C20H12Br4IN2O5Pt the ωB97M-V functional and the def2-TZVPD basis
Pt 1.5254 -0.6720 -1.0809
I 4.2470 0.6824 1.1438
Br -2.3473 -6.1964 1.5661
Br 0.5248 -5.4299 -3.3278
Br -1.4195 -7.3226 -1.3866
Br -1.3713 -3.1589 2.5436
O 0.3083 -1.8926 0.4215
O -0.6426 -0.0390 -1.4773
O -0.8539 4.8775 0.7756
O 3.0425 -0.2698 -1.9646
O 1.1150 -2.8295 -1.9599
N -1.7285 2.8756 -3.2078
N 1.0497 0.8893 0.5963
C -0.0700 -4.8477 -1.6410
C -0.2580 2.2599 -0.9096
C -1.5225 1.6256 -2.8847
C -1.2299 3.8522 -2.4123
C 2.6296 0.4032 2.4266
C -0.8835 -3.8762 0.8734
C 0.3738 1.9517 0.3551
C -0.0628 4.7483 -0.4122
C -0.0608 -3.0291 0.0616
C -0.7651 1.2122 -1.7189
C -2.0711 0.5448 -3.7619
C 1.3336 0.5937 1.9492
C 0.2670 0.4165 2.8294
C -0.8644 -5.6100 -0.8267
C -1.2741 -5.1183 0.4515
C 2.8538 0.0566 3.7488
C -0.5175 3.6030 -1.2704
C 0.4883 0.0735 4.1527
C 1.7814 -0.1097 4.6150
C 0.3724 -3.5430 -1.2509
H -0.3551 -0.0693 4.8163
H -1.2624 -0.0872 -4.1344
H -0.7387 0.5041 2.4397
H -0.1015 5.6766 -0.9908
H -2.6133 0.9885 -4.5942
H 0.9637 4.6113 -0.0704
H -1.4121 4.8726 -2.7339
H 3.8664 -0.0809 4.1023
H -2.7294 -0.1124 -3.1906
H -1.7663 4.7031 0.5216
H 0.2173 2.6611 1.1723
H 1.9614 -0.3889 5.6453
```

Calculated values
Net charge   -1
<S²>   6.039
Max |F|   0.27 eV Å⁻¹
Kohn-Sham gap (spin up / spin down)   7.028 / 5.902 eV
E_tot   -325667.7934 eV
LUMO level (spin up / spin down)   2.13 / 0.88 eV
Spin multiplicity   5
Relative energy (zero: lowest compared OMol25 entry of this formula, charge and spin)   6.09 kcal per mole

natural (NBO) atomic charge list, values in e, 2 entries:
1. Pt 1.26
2. I 0.17

***

Copy entry 3 word for word.
Here is a 2-piece molecular cluster, C2H4N2O4S overall in a non-equilibrium geometry from the OMol25 dataset. Energies are from the ωB97M-V functional and the def2-TZVPD basis.

XYZ file:
```
13
C2H4N2O4S the ωB97M-V functional and the def2-TZVPD basis
S -0.9383 -0.5128 0.5592
O -0.6212 -0.1642 -0.8058
O -2.4084 -1.2947 0.4556
O 1.5388 1.8605 0.0772
O 1.3159 -0.0897 1.1195
N -1.4992 0.9389 1.2495
N 1.6546 0.6638 0.1881
C 2.5268 -0.7819 -1.6920
C 2.1996 -0.0579 -0.8007
H -1.6843 1.6277 0.5405
H -2.2249 0.8169 1.9168
H -2.6649 -1.4340 -0.4890
H 2.8054 -1.5728 -2.3189
```

Calculated values
Max |F|   2.92 eV Å⁻¹
Kohn-Sham gap   8.790 eV
E_tot   -24137.2897 eV
LUMO level   -1.08 eV
Relative energy (zero: lowest compared OMol25 entry of this formula, charge and spin)   91.19 kcal per mole

natural (NBO) atomic charge list, values in e, 2 entries:
1. S 1.70
2. O -0.99